# 1
This record from OMol25 describes the ion O5PS with charge -1 in a non-equilibrium geometry. The level of theory is ωB97M-V/def2-TZVPD.

Results
**Calculated total energy**: -1115.88961 a.u.
**Total charge**: -1
**Orbital gap**: 9.3 eV
**ΔE to the lowest compared entry with this formula, charge and spin**: 1.063 eV
**E_LUMO**: 3.40 eV
**Highest occupied orbital energy**: -5.90 eV

Structure (XYZ):
```
7
O5PS ωB97M-V/def2-TZVPD
O -2.42 -1.00 -0.32
O -1.48 1.39 0.05
O 0.86 -0.09 -1.12
O 3.02 0.15 0.10
O -0.16 -0.66 0.96
P -1.35 -0.08 0.19
S 1.52 0.29 0.14
```

# 2
This record from OMol25 describes the ion O5S2 with charge -2 in a non-equilibrium geometry. The level of theory is ωB97M-V/def2-TZVPD.

Results
**Calculated total energy**: -1172.54383 a.u.
**Total charge**: -2
**Orbital gap**: 6.4 eV
**ΔE to the lowest compared entry with this formula, charge and spin**: 0.828 eV
**E_LUMO**: 6.57 eV
**Highest occupied orbital energy**: 0.15 eV

Structure (XYZ):
```
7
O5S2 ωB97M-V/def2-TZVPD
O -2.14 -1.10 0.53
S -1.25 0.30 0.41
O -1.48 1.00 -0.91
S 0.86 -0.04 0.01
O 1.26 0.10 -1.43
O 1.43 -1.36 0.54
O 1.32 1.10 0.86
```

# 3
This record from OMol25 describes the ion O5S2 with charge -2 in a non-equilibrium geometry. The level of theory is ωB97M-V/def2-TZVPD.

Results
**Calculated total energy**: -1172.53556 a.u.
**Total charge**: -2
**Orbital gap**: 5.4 eV
**ΔE to the lowest compared entry with this formula, charge and spin**: 1.053 eV
**E_LUMO**: 6.49 eV
**Highest occupied orbital energy**: 1.07 eV

Structure (XYZ):
```
7
O5S2 ωB97M-V/def2-TZVPD
O 2.40 0.31 0.43
S 1.10 0.25 -0.27
O 0.70 -1.11 -0.63
S -1.43 0.41 0.29
O -1.26 0.89 -1.13
O -1.71 -1.02 0.31
O 0.13 0.62 0.98
```

# 4
This record from OMol25 describes a structure of composition O6PV in a non-equilibrium geometry. The level of theory is ωB97M-V/def2-TZVPD.

Results
**Calculated total energy**: -1736.81409 a.u.
**Total charge**: -2
**Orbital gap**: 4.1 eV
**E_LUMO**: 4.99 eV
**Highest occupied orbital energy**: 0.84 eV

Structure (XYZ):
```
8
O6PV ωB97M-V/def2-TZVPD
O 1.44 0.98 -2.83
V 0.65 0.69 -1.58
O -0.77 1.50 -1.56
P -0.26 -0.62 1.28
O -1.06 0.68 1.19
O 0.06 -0.86 -0.28
O -0.96 -1.99 1.51
O 0.90 -0.39 2.27
```

# 5
This record from OMol25 describes a cluster of 2 separate species, S2 in total in a non-equilibrium geometry. The level of theory is ωB97M-V/def2-TZVPD.

Results
**Calculated total energy**: -796.12207 a.u.
**Orbital gap**: 5.1 eV
**ΔE to the lowest compared entry with this formula, charge and spin**: 5.412 eV
**E_LUMO**: -4.81 eV
**Highest occupied orbital energy**: -9.90 eV

Structure (XYZ):
```
2
S2 ωB97M-V/def2-TZVPD
S 0.00 0.00 1.50
S 0.00 0.00 -1.50
```

# 6
This record from OMol25 describes a cluster of 2 separate species, S2 in total in a non-equilibrium geometry. The level of theory is ωB97M-V/def2-TZVPD.

Results
**Calculated total energy**: -795.70879 a.u.
**Total charge**: +1
**Orbital gap (spin up / spin down)**: 4.8 / 4.3 eV
**ΔE to the lowest compared entry with this formula, charge and spin**: 8.080 eV
**Spin multiplicity**: 2
**E_LUMO (spin up / spin down)**: -11.83 / -11.55 eV
**Expectation value of S²**: 0.755
**Highest occupied orbital energy (spin up / spin down)**: -16.59 / -15.81 eV

Structure (XYZ):
```
2
S2 ωB97M-V/def2-TZVPD
S 0.00 0.00 1.58
S 0.00 0.00 -1.58
```